Molecular formula: C4H8OS
Method: DFT, ωB97M-V with the def2-TZVPD basis set

The energy relative to the best compared isomer or geometry (same formula, charge and spin) comes out at 14.3 kcal per mole. The gap between HOMO and LUMO comes out at 9.13 eV. Its SMILES is O[C@H]1CCSC1. The HOMO energy is -0.3080 Ha.

Geometry (Å):
C: -0.76 0.00 -0.21
C: 0.60 -0.25 -0.83
C: 1.46 -0.65 0.41
C: -0.66 0.73 1.09
H: -1.98 0.32 -1.75
H: -1.26 -0.97 -0.16
H: 0.41 -1.07 -1.48
H: 1.11 0.58 -1.30
H: 2.58 -0.62 0.16
H: 1.25 -1.67 0.69
H: -1.37 0.46 1.85
H: -0.85 1.79 0.87
O: -1.47 0.90 -1.09
S: 0.94 0.46 1.75